Entry 1:
Molecular formula: C34H45N6S3SeTi
Method: DFT, ωB97M-V/def2-TZVPD

<S²>: 0.76
spin multiplicity: 2
gap between HOMO and LUMO (alpha / beta): 6.5339 / 6.5302 eV
molecular weight: 760.80 Da
LUMO (alpha / beta): -6.35 / -6.32 eV
charge: +2
DFT total energy: -165887.3450 eV

Last column: Löwdin spin population.
Positions of all 90 atoms, in Å:
Ti  -0.215  -0.424  0.153  0.973
S  0.014  -0.216  2.641  -0.005
C  1.663  -0.289  3.006  0.000
N  2.099  -0.653  4.185  -0.001
C  3.531  -0.676  4.510  0.000
C  4.203  0.467  3.811  0.001
N  3.904  0.388  2.376  0.011
C  5.045  0.692  1.482  0.001
C  6.080  -0.398  1.578  0.000
C  5.763  -1.694  1.175  0.000
C  6.707  -2.702  1.279  0.000
C  7.973  -2.423  1.781  0.000
C  8.293  -1.135  2.178  0.000
C  7.345  -0.124  2.079  0.000
C  2.713  0.046  1.949  0.005
S  2.317  -0.036  0.315  -0.001
C  1.218  -1.063  5.297  0.000
C  1.185  -0.004  6.372  0.000
C  0.997  1.336  6.044  0.000
C  0.950  2.297  7.042  0.000
C  1.085  1.924  8.374  0.000
C  1.269  0.590  8.703  0.000
C  1.324  -0.372  7.704  0.000
H  3.951  -1.639  4.210  0.000
H  3.620  -0.566  5.589  0.000
H  5.282  0.405  3.926  0.000
H  3.856  1.428  4.199  0.000
H  5.454  1.649  1.811  0.000
H  4.659  0.810  0.474  0.000
H  4.781  -1.912  0.767  0.000
H  6.464  -3.706  0.958  0.000
H  8.711  -3.211  1.856  0.000
H  9.279  -0.913  2.562  0.000
H  7.601  0.885  2.383  0.000
H  1.639  -1.990  5.689  0.000
H  0.233  -1.279  4.892  0.000
H  0.866  1.634  5.009  0.000
H  0.799  3.337  6.785  0.000
H  1.046  2.673  9.152  0.000
H  1.375  0.295  9.739  0.000
H  1.472  -1.413  7.965  0.000
C  -0.976  -1.395  -2.758  0.001
N  -0.136  -0.359  -2.111  0.000
C  1.231  -0.508  -2.670  0.001
C  -0.665  0.987  -2.462  0.003
C  -0.122  2.057  -1.541  0.002
N  -0.495  1.826  -0.122  0.006
C  0.326  2.729  0.717  0.001
C  -1.906  2.234  0.085  0.007
H  -0.962  -1.253  -3.842  0.000
H  -1.993  -1.334  -2.385  0.000
H  -0.571  -2.376  -2.516  0.000
H  1.183  -0.484  -3.762  0.000
H  1.649  -1.460  -2.347  0.000
H  1.878  0.300  -2.335  0.000
H  -1.754  0.951  -2.414  0.001
H  -0.390  1.227  -3.494  0.000
H  -0.494  3.038  -1.856  0.000
H  0.968  2.092  -1.598  0.000
H  0.157  3.766  0.413  0.000
H  1.381  2.491  0.605  0.000
H  0.034  2.614  1.758  0.000
H  -2.008  3.308  -0.098  0.001
H  -2.199  2.014  1.111  0.000
H  -2.570  1.692  -0.579  0.001
Se  -2.517  -1.196  0.593  -0.011
C  -4.073  -0.183  0.107  0.013
C  -4.449  0.004  -1.219  -0.001
C  -5.598  0.719  -1.526  0.001
C  -6.380  1.248  -0.508  -0.002
C  -6.013  1.050  0.814  0.001
C  -4.865  0.333  1.125  -0.001
H  -3.862  -0.425  -2.021  0.000
H  -5.886  0.854  -2.560  0.000
H  -7.278  1.803  -0.745  0.000
H  -6.625  1.450  1.612  0.000
H  -4.588  0.178  2.160  0.000
C  1.545  -5.819  -0.202  0.000
N  0.144  -5.455  -0.025  -0.001
C  -0.913  -6.346  0.031  0.000
C  -2.037  -5.621  0.200  0.000
N  -1.647  -4.300  0.248  -0.001
C  -0.320  -4.201  0.110  0.002
S  0.720  -2.819  0.118  -0.004
H  1.609  -6.902  -0.240  0.000
H  2.132  -5.446  0.634  0.000
H  1.924  -5.397  -1.130  0.000
H  -0.763  -7.407  -0.057  0.000
H  -3.064  -5.921  0.290  0.000
H  -2.250  -3.485  0.347  -0.001

=====

Entry 2:
Molecular formula: C34H45N8O
Method: DFT, ωB97M-V/def2-TZVPD

gap between HOMO and LUMO: 6.3011 eV
molecular weight: 581.79 Da
LUMO: -4.94 eV
charge: +1
DFT total energy: -49942.9501 eV

Last column: Löwdin charge in e.
Positions of all 88 atoms, in Å:
C  -1.380  -0.280  6.451  -0.118
O  -0.811  0.418  5.277  -0.290
C  -0.311  -0.628  4.325  -0.199
C  -0.034  0.148  2.907  -0.173
C  1.482  -0.157  2.269  -0.192
C  1.519  0.735  0.856  -0.211
C  3.036  1.001  0.294  -0.132
C  3.144  2.501  -0.375  -0.253
C  3.650  3.764  0.584  -0.128
N  2.360  4.393  1.111  0.026
C  1.341  4.240  -0.020  -0.136
N  0.123  4.840  -0.227  0.157
N  1.914  3.160  -0.958  0.067
H  -0.503  -0.944  6.901  0.107
H  -1.686  0.563  7.220  0.110
H  -2.279  -0.931  6.078  0.101
H  -1.226  -1.367  4.128  0.117
H  0.644  -1.179  4.735  0.138
H  -0.808  -0.075  2.057  0.092
H  -0.032  1.311  3.136  0.112
H  1.546  -1.320  2.039  0.120
H  2.346  0.161  3.005  0.118
H  0.897  0.102  0.080  0.129
H  0.920  1.728  1.120  0.091
H  3.202  0.223  -0.595  0.124
H  3.885  0.835  1.084  0.125
H  3.899  2.533  -1.293  0.155
H  4.443  3.468  1.409  0.152
H  4.131  4.672  -0.004  0.141
H  2.143  3.699  1.889  0.144
H  -0.655  4.687  0.467  0.160
H  -0.009  5.419  -1.100  0.159
H  1.109  2.546  -1.228  0.155
N  -2.825  -1.218  0.697  0.039
C  -3.278  -2.272  -0.016  -0.155
C  -4.616  -2.618  -0.115  -0.069
C  -5.549  -1.839  0.562  -0.094
C  -5.113  -0.748  1.306  -0.074
C  -3.754  -0.479  1.341  -0.162
H  -2.512  -2.851  -0.523  0.102
H  -4.924  -3.475  -0.704  0.109
H  -6.607  -2.080  0.510  0.116
H  -5.815  -0.121  1.845  0.106
H  -3.365  0.364  1.905  0.095
N  1.583  5.816  -4.380  0.041
C  2.346  4.818  -3.882  -0.171
C  3.548  4.415  -4.443  -0.077
C  3.994  5.070  -5.586  -0.069
C  3.228  6.100  -6.123  -0.064
C  2.042  6.434  -5.489  -0.144
H  1.954  4.336  -2.992  0.054
H  4.122  3.609  -4.000  0.096
H  4.930  4.781  -6.054  0.111
H  3.548  6.630  -7.013  0.108
H  1.411  7.234  -5.867  0.106
N  -2.213  -4.589  4.232  0.061
C  -1.449  -5.587  4.729  -0.145
C  -0.248  -5.990  4.168  -0.075
C  0.198  -5.334  3.025  -0.082
C  -0.568  -4.304  2.489  -0.084
C  -1.754  -3.970  3.123  -0.169
H  -1.841  -6.069  5.619  0.104
H  0.326  -6.796  4.612  0.103
H  1.134  -5.624  2.557  0.104
H  -0.248  -3.774  1.599  0.095
H  -2.385  -3.171  2.744  0.083
N  5.197  -1.717  -2.004  0.046
C  5.677  -1.458  -0.768  -0.177
C  5.945  -2.436  0.176  -0.077
C  5.703  -3.763  -0.165  -0.074
C  5.207  -4.062  -1.429  -0.070
C  4.974  -3.014  -2.306  -0.148
H  5.846  -0.407  -0.549  0.091
H  6.333  -2.170  1.153  0.102
H  5.900  -4.557  0.549  0.109
H  5.007  -5.085  -1.725  0.105
H  4.590  -3.197  -3.306  0.104
N  -6.709  -1.749  -2.946  0.060
C  -7.036  -1.846  -4.253  -0.146
C  -7.039  -0.772  -5.129  -0.074
C  -6.689  0.480  -4.636  -0.080
C  -6.350  0.613  -3.293  -0.075
C  -6.373  -0.520  -2.496  -0.148
H  -7.304  -2.843  -4.590  0.103
H  -7.307  -0.909  -6.170  0.103
H  -6.681  1.346  -5.292  0.106
H  -6.073  1.575  -2.878  0.099
H  -6.112  -0.469  -1.443  0.075

=====

Entry 3:
Molecular formula: C34H46AsBBrIN4O3PdSe
Method: DFT, ωB97M-V/def2-TZVPD

gap between HOMO and LUMO: 5.0349 eV
molecular weight: 1036.69 Da
LUMO: 3.61 eV
charge: -2
DFT total energy: -256596.3408 eV

Last column: natural (NBO) charge in e.
Positions of all 93 atoms, in Å:
Pd  -0.570  0.125  0.079  0.477
C  4.017  0.122  0.627  -0.981
As  2.104  -0.292  0.957  0.982
C  2.033  0.728  2.622  -0.986
C  2.390  -2.160  1.595  -0.753
C  3.459  -2.381  2.610  -0.023
C  4.698  -2.920  2.262  -0.221
C  5.683  -3.144  3.215  -0.220
C  5.452  -2.828  4.548  -0.253
C  4.225  -2.284  4.910  -0.231
C  3.244  -2.064  3.955  -0.160
H  4.623  -0.120  1.502  0.208
H  4.103  1.190  0.417  0.219
H  4.390  -0.435  -0.235  0.211
H  2.848  0.482  3.305  0.199
H  1.060  0.561  3.080  0.252
H  2.097  1.775  2.326  0.236
H  2.601  -2.711  0.676  0.223
H  1.420  -2.498  1.960  0.266
H  4.886  -3.172  1.224  0.203
H  6.632  -3.575  2.917  0.196
H  6.214  -3.012  5.296  0.196
H  4.027  -2.037  5.947  0.202
H  2.279  -1.662  4.249  0.213
B  -5.179  -1.358  -0.464  -0.566
C  -3.594  -1.190  -0.425  0.294
N  -2.453  -1.015  -0.425  -0.589
H  -5.465  -2.542  -0.423  -0.019
H  -5.575  -0.858  -1.507  -0.026
H  -5.642  -0.762  0.494  -0.017
C  -3.213  4.989  -0.159  -0.617
C  -3.128  4.540  -1.616  -0.397
C  -3.850  3.220  -1.880  -0.400
C  -3.162  1.985  -1.295  -0.228
N  -1.920  1.657  -1.967  -0.452
C  -0.649  1.547  -1.330  0.207
Se  -0.155  2.690  0.167  -0.445
N  0.238  1.359  -2.431  -0.473
C  1.677  1.338  -2.334  -0.227
C  2.376  2.398  -3.187  -0.402
C  2.165  3.839  -2.716  -0.402
C  0.811  4.415  -3.129  -0.610
C  -0.464  1.119  -3.585  0.232
C  -0.053  0.727  -4.843  -0.310
C  -1.033  0.533  -5.830  -0.241
C  -2.375  0.705  -5.537  -0.251
C  -2.793  1.082  -4.252  -0.267
C  -1.826  1.306  -3.291  0.142
H  -2.821  6.002  -0.036  0.190
H  -2.624  4.329  0.480  0.241
H  -4.251  4.980  0.189  0.182
H  -2.078  4.434  -1.903  0.214
H  -3.559  5.313  -2.261  0.178
H  -3.969  3.086  -2.958  0.200
H  -4.859  3.266  -1.455  0.194
H  -3.835  1.126  -1.349  0.234
H  -2.916  2.139  -0.245  0.243
H  2.037  0.338  -2.596  0.213
H  1.910  1.507  -1.284  0.245
H  2.046  2.318  -4.227  0.193
H  3.444  2.157  -3.174  0.193
H  2.967  4.463  -3.125  0.176
H  2.244  3.874  -1.625  0.219
H  0.618  4.242  -4.192  0.191
H  0.765  5.491  -2.941  0.192
H  0.010  3.948  -2.555  0.233
H  0.990  0.537  -5.057  0.205
H  -0.733  0.226  -6.824  0.190
H  -3.119  0.526  -6.304  0.193
H  -3.846  1.149  -4.013  0.217
N  -0.258  -3.321  -0.864  -0.817
C  0.261  -2.699  -1.934  0.639
O  0.666  -1.551  -1.961  -0.626
C  0.426  -3.555  -3.184  -0.590
I  -1.451  -4.123  -4.038  0.062
H  -0.511  -2.818  -0.007  0.466
H  -0.659  -4.238  -0.956  0.385
H  0.945  -4.488  -2.975  0.220
H  0.939  -2.981  -3.944  0.240
Br  -1.511  -3.302  8.602  -0.013
C  -1.426  -2.868  6.742  -0.076
C  -0.782  -1.710  6.349  -0.282
C  -0.692  -1.428  4.990  -0.117
C  -1.206  -2.299  4.041  -0.140
C  -1.873  -3.442  4.469  -0.154
C  -2.001  -3.730  5.822  -0.265
C  -0.942  -2.068  2.556  0.771
O  -0.995  -3.071  1.819  -0.746
O  -0.624  -0.897  2.246  -0.773
H  -0.354  -1.044  7.086  0.214
H  -0.222  -0.513  4.649  0.229
H  -2.278  -4.107  3.718  0.239
H  -2.526  -4.615  6.156  0.213

=====

Entry 4:
Molecular formula: C34H46BCaNO9S
Method: DFT, ωB97M-V/def2-TZVPD

gap between HOMO and LUMO: 5.3565 eV
molecular weight: 695.70 Da
LUMO: 4.17 eV
charge: -2
DFT total energy: -85883.5684 eV

Last column: Löwdin charge in e.
Positions of all 93 atoms, in Å:
Ca  2.457  -0.693  -0.921  1.513
C  -4.166  1.105  1.351  -0.077
C  -3.324  0.954  2.617  -0.554
C  -4.056  -0.006  3.563  -0.061
C  -3.217  2.328  3.290  -0.057
C  -1.911  0.432  2.318  -0.189
C  -1.472  0.192  1.021  0.019
C  -0.156  -0.203  0.755  -0.204
N  0.334  -0.468  -0.479  -0.080
C  -0.306  -0.529  -1.719  -0.196
C  -1.592  -0.987  -1.944  -0.007
C  -2.144  -1.110  -3.228  -0.198
C  -1.349  -0.788  -4.304  -0.030
C  -0.009  -0.345  -4.174  -0.108
C  0.520  -0.178  -2.895  -0.285
O  1.738  0.335  -2.666  -0.330
C  0.715  -0.053  -5.503  -0.535
C  0.031  1.142  -6.184  -0.059
C  0.602  -1.273  -6.432  -0.068
C  2.207  0.273  -5.394  -0.073
C  -3.597  -1.578  -3.364  -0.562
C  -4.525  -0.601  -2.631  -0.055
C  -4.047  -1.663  -4.820  -0.083
C  -3.761  -2.967  -2.734  -0.060
C  0.746  -0.375  1.871  -0.096
O  2.065  -0.776  1.596  0.044
C  0.256  -0.340  3.175  -0.068
C  -1.056  0.149  3.362  -0.051
C  0.894  -0.883  4.487  -0.510
C  2.208  -1.648  4.355  -0.043
C  -0.093  -1.898  5.101  -0.063
C  1.115  0.272  5.472  -0.049
H  -5.167  1.460  1.618  0.076
H  -4.273  0.159  0.815  0.074
H  -3.729  1.823  0.653  0.088
H  -5.090  0.322  3.717  0.073
H  -3.567  -0.054  4.538  0.069
H  -4.071  -1.019  3.153  0.089
H  -4.213  2.711  3.547  0.074
H  -2.732  3.047  2.625  0.089
H  -2.621  2.274  4.203  0.074
H  -2.109  0.385  0.171  0.083
H  -2.173  -1.289  -1.078  0.098
H  -1.760  -0.864  -5.301  0.075
H  -1.034  0.961  -6.347  0.070
H  0.496  1.347  -7.156  0.073
H  0.126  2.038  -5.565  0.089
H  -0.431  -1.520  -6.686  0.064
H  1.047  -2.158  -5.971  0.089
H  1.137  -1.068  -7.366  0.072
H  2.399  1.178  -4.826  0.077
H  2.592  0.397  -6.416  0.072
H  2.774  -0.522  -4.913  0.083
H  -4.441  0.403  -3.056  0.089
H  -4.272  -0.526  -1.571  0.061
H  -5.569  -0.927  -2.710  0.075
H  -3.994  -0.692  -5.317  0.081
H  -5.085  -2.009  -4.862  0.074
H  -3.433  -2.363  -5.391  0.081
H  -3.520  -2.962  -1.669  0.075
H  -3.094  -3.690  -3.211  0.087
H  -4.794  -3.314  -2.846  0.073
H  -1.416  0.255  4.377  0.083
H  2.206  -2.376  3.544  0.098
H  2.370  -2.181  5.301  0.080
H  3.059  -1.001  4.196  0.071
H  -0.154  -2.792  4.475  0.092
H  -1.104  -1.510  5.220  0.060
H  0.280  -2.206  6.084  0.074
H  1.750  1.042  5.026  0.089
H  1.620  -0.108  6.367  0.078
H  0.178  0.744  5.776  0.070
O  5.769  -2.268  -0.551  -0.306
S  4.488  -2.245  0.088  0.414
O  4.340  -2.830  1.389  -0.281
O  4.195  -0.621  0.309  -0.302
O  3.387  -2.644  -0.855  -0.470
O  1.606  2.860  -1.276  -0.087
H  1.542  2.038  -1.801  -0.007
H  1.877  2.535  -0.408  -0.002
O  4.209  0.052  2.644  0.164
B  3.319  -0.011  1.509  -0.940
O  3.049  1.394  1.114  0.137
C  3.861  2.147  1.906  -0.199
C  4.004  3.511  1.888  -0.002
C  4.883  4.084  2.822  -0.124
C  5.573  3.289  3.727  -0.127
C  5.407  1.891  3.733  -0.007
C  4.544  1.343  2.812  -0.210
H  3.454  4.107  1.170  0.114
H  5.020  5.158  2.827  0.082
H  6.248  3.751  4.436  0.081
H  5.932  1.247  4.428  0.109